[1]
The following is a DFT calculation (ωB97M-V/def2-TZVPD) of a 5-piece molecular cluster, C39H81BrN2O16 overall at a distorted geometry.

LUMO (eV): 0.33
Highest occupied orbital energy (Eh): -0.33373
Gap between HOMO and LUMO (Ha): 0.3458

XYZ file:
```
139
Properties=species:S:1:pos:R:3:forces:R:3
C -7.409248 1.493360 -0.855064 -0.1 -0.2 -0.3
C -6.934633 2.933240 -0.814019 -0.3 -1.0 1.0
O -6.735069 3.593403 -1.778806 0.1 0.7 -1.1
O -6.816227 3.477658 0.415888 0.4 0.3 0.3
C -6.224806 2.706536 1.488118 -0.1 -0.2 0.0
C -4.914278 3.357126 1.938857 0.0 0.0 0.1
C -3.934472 3.754551 0.804766 0.1 0.1 -0.1
C -2.471480 3.253712 0.947603 -0.1 -0.3 0.2
C -2.130980 2.027233 0.068667 0.0 0.1 0.0
C -2.937982 0.770392 0.415527 -0.1 0.1 0.2
C -2.609717 -0.536812 -0.345870 0.0 -0.6 0.1
N -2.687630 -0.455955 -1.809382 0.1 0.7 -0.1
C -1.584613 0.239475 -2.487826 0.2 -0.1 0.1
C -3.993769 -0.179743 -2.332060 1.1 0.2 0.2
C -4.318800 1.186341 -2.850917 -0.2 0.4 -0.5
O -4.789407 -1.065731 -2.334374 -1.3 -0.8 0.1
C -1.263693 -1.170822 0.074003 0.0 -0.1 -0.2
C -1.560456 -1.839458 1.413893 0.4 -0.2 -0.4
Br -1.011535 -0.856307 2.993990 0.1 0.1 0.0
C -3.072274 -2.076473 1.370529 -0.3 0.5 -0.7
O -3.726823 -2.590381 2.221631 -0.2 -0.5 0.3
N -3.599183 -1.555707 0.141765 0.9 0.2 0.4
H -6.564923 0.793030 -0.777764 -0.2 0.2 0.0
H -8.101610 1.280777 -0.030159 0.2 0.0 -0.2
H -7.893280 1.326373 -1.828137 0.2 0.0 0.4
H -6.941806 2.671903 2.316675 0.2 0.0 -0.2
H -6.059582 1.674505 1.147827 0.1 0.3 0.1
H -5.162753 4.257446 2.526297 0.1 -0.4 -0.1
H -4.438036 2.639645 2.631486 -0.1 0.3 -0.2
H -3.929991 4.854726 0.746860 0.0 -0.4 -0.1
H -4.331195 3.429271 -0.171246 0.1 0.1 0.2
H -1.774940 4.060825 0.675438 -0.2 -0.2 0.1
H -2.264091 3.011697 2.007238 0.0 0.1 -0.4
H -2.307855 2.308371 -0.981640 0.1 0.0 0.4
H -1.056108 1.805660 0.180590 -0.2 0.1 -0.1
H -2.787674 0.573852 1.490052 -0.2 0.0 -0.2
H -4.018823 0.947685 0.288533 0.2 0.0 0.0
H -0.637745 -0.071715 -2.028556 -0.3 0.1 -0.2
H -1.638131 1.336322 -2.446219 0.1 -0.3 -0.1
H -1.558422 -0.070833 -3.543665 -0.1 0.1 0.3
H -5.322806 1.154387 -3.296329 0.4 0.1 0.2
H -4.320233 1.916862 -2.028252 0.1 -0.2 -0.2
H -3.598078 1.533044 -3.606621 -0.2 -0.1 0.3
H -0.367172 -0.542127 0.032793 -0.5 0.0 0.3
H -1.107572 -1.988056 -0.653526 -0.1 0.3 0.2
H -1.042389 -2.802802 1.505976 -0.3 0.3 0.0
H -3.750076 -2.287141 -0.556165 -0.4 0.3 0.1
C -6.854340 -1.132032 4.006388 0.1 -0.1 -0.2
O -7.952647 -0.291630 3.740870 0.0 0.2 0.0
C -9.230892 -0.755632 4.118108 0.1 -0.1 -0.1
C -10.039296 0.376359 4.703452 -0.2 0.0 0.0
O -9.594251 0.838500 5.963400 -0.1 0.0 0.1
C -8.366567 1.537014 6.052213 0.1 0.0 0.1
C -8.352233 2.910219 5.424573 0.1 0.2 0.0
O -8.369652 2.839460 4.011745 -0.1 -0.1 0.0
C -9.204959 3.773105 3.367589 0.0 0.1 0.0
H -6.713292 -1.878267 3.217823 0.0 0.0 0.0
H -5.967399 -0.497927 4.038055 0.0 0.0 0.0
H -6.947451 -1.646439 4.967740 -0.1 0.0 0.0
H -9.158157 -1.581517 4.834538 0.1 0.0 0.1
H -9.769759 -1.121441 3.232960 0.0 -0.1 0.0
H -11.044390 -0.008984 4.893012 0.0 0.1 0.0
H -10.119475 1.188455 3.975646 0.1 0.0 0.0
H -7.528685 0.946569 5.673605 -0.1 0.0 0.0
H -8.220777 1.680560 7.125945 0.1 0.0 0.0
H -7.427082 3.406178 5.750501 -0.1 0.1 0.0
H -9.197771 3.497617 5.800456 0.0 0.0 -0.1
H -10.165285 3.873187 3.885095 0.0 0.0 0.0
H -9.384341 3.406749 2.357998 0.0 0.0 0.0
H -8.738597 4.762241 3.301392 0.0 0.0 0.0
C 2.549925 -1.597459 -4.578245 0.1 0.0 0.0
O 3.111747 -0.822479 -3.541660 -0.1 -0.1 0.1
C 2.441885 0.397828 -3.271391 0.1 0.1 -0.2
C 2.268409 0.620161 -1.788197 0.1 0.2 0.0
O 1.368705 -0.273535 -1.155731 0.1 0.0 0.0
C 1.793673 -1.601424 -0.907229 0.1 -0.3 0.0
C 2.791849 -1.761820 0.215636 0.0 -0.2 0.2
O 4.081047 -1.288015 -0.107994 -0.1 0.2 -0.2
C 4.710128 -0.535766 0.907029 0.1 -0.1 0.1
H 2.892671 -1.269620 -5.566024 -0.1 0.0 0.0
H 2.869807 -2.628420 -4.428757 0.0 0.0 0.0
H 1.455994 -1.564425 -4.556226 0.0 0.0 0.0
H 1.464555 0.417695 -3.766534 0.0 0.0 0.0
H 3.034323 1.235792 -3.662707 -0.1 0.0 -0.1
H 1.806530 1.604536 -1.673173 0.1 0.0 0.0
H 3.238382 0.642150 -1.285788 0.0 -0.1 0.0
H 2.144869 -2.103540 -1.811128 0.1 0.2 0.0
H 0.886580 -2.110980 -0.571770 0.2 -0.1 -0.1
H 2.844817 -2.839133 0.431197 0.0 0.0 0.1
H 2.407498 -1.264469 1.114658 0.0 0.1 0.0
H 4.009223 0.150302 1.394110 0.0 0.0 0.0
H 5.502982 0.047944 0.441522 0.0 0.0 0.0
H 5.157834 -1.181051 1.671373 0.0 0.0 0.0
C 5.514997 1.252867 -9.432573 0.0 0.0 -0.1
O 6.236432 1.912446 -8.420165 0.0 -0.1 0.2
C 5.626334 3.079099 -7.907581 0.0 0.1 -0.2
C 5.715538 3.152037 -6.401374 0.0 0.2 0.0
O 4.926680 2.196716 -5.720083 -0.1 0.0 0.2
C 5.364691 0.849630 -5.679433 -0.2 -0.2 -0.1
C 6.566030 0.582391 -4.806732 0.1 -0.1 0.1
O 7.755146 1.121362 -5.352237 -0.1 0.2 -0.1
C 8.605716 1.747371 -4.422284 0.1 -0.1 0.0
H 5.656662 1.725464 -10.411147 0.0 0.0 0.0
H 5.884639 0.229554 -9.484352 0.0 0.0 0.0
H 4.442793 1.229124 -9.209144 0.0 0.0 0.0
H 4.574009 3.129029 -8.210815 0.0 -0.1 0.0
H 6.133767 3.966977 -8.309637 -0.1 0.0 -0.1
H 5.285927 4.116162 -6.115632 0.1 0.0 0.0
H 6.757777 3.134802 -6.075135 0.0 -0.1 -0.1
H 5.508793 0.442358 -6.684051 0.2 0.1 0.0
H 4.533264 0.311746 -5.220898 0.0 -0.1 0.0
H 6.666524 -0.507495 -4.717470 0.0 0.0 0.1
H 6.382348 0.983943 -3.803299 0.0 0.0 0.0
H 8.040341 2.359344 -3.710717 0.0 0.0 0.0
H 9.281251 2.394023 -4.980805 0.0 0.0 0.0
H 9.202863 1.021649 -3.858447 0.0 0.0 0.0
C 4.186182 -5.160130 3.303615 0.0 0.0 -0.1
O 5.575266 -5.309265 3.133001 0.1 0.1 0.2
C 6.133882 -4.557834 2.073377 -0.2 -0.1 -0.2
C 7.418312 -3.867999 2.465039 0.1 0.0 -0.1
O 7.253051 -2.813154 3.393195 0.0 0.1 -0.1
C 7.012896 -3.133104 4.750129 -0.1 0.1 0.1
C 8.221632 -3.638661 5.501421 0.1 0.0 0.2
O 8.600824 -4.934805 5.083761 -0.1 0.0 -0.2
C 9.986700 -5.132015 4.933147 0.0 0.0 0.1
H 3.618384 -5.777565 2.597898 0.0 0.0 0.0
H 3.943105 -5.478489 4.316490 0.0 0.0 0.0
H 3.877835 -4.115796 3.179986 0.0 0.0 0.0
H 5.419016 -3.804846 1.719227 0.0 0.0 0.0
H 6.355276 -5.227541 1.231430 0.0 0.0 0.0
H 7.790454 -3.379079 1.560584 0.1 -0.1 0.0
H 8.167134 -4.594069 2.789982 -0.1 0.0 0.1
H 6.171729 -3.820158 4.869076 0.1 -0.1 -0.1
H 6.741697 -2.179176 5.210305 -0.1 0.0 0.0
H 7.959995 -3.657906 6.568461 0.1 0.0 0.0
H 9.050299 -2.932811 5.372477 0.0 0.0 -0.1
H 10.462665 -4.273705 4.446864 0.0 0.0 0.0
H 10.124724 -6.011319 4.305563 0.0 0.0 0.0
H 10.482646 -5.307126 5.894502 0.0 0.0 0.0
```
Forces are in eV/Å.

Atom charges from the Mulliken analysis, given in e for atoms 1 to 2: number 1, C, carries -0.9951; number 2, C, carries 0.8699

[2]
The following is a DFT calculation (ωB97M-V/def2-TZVPD) of a 6-piece molecular cluster, C47H81I2N11O3PS4 overall at a distorted geometry.

LUMO (eV): -4.00
Total charge: +1
Highest occupied orbital energy (Eh): -0.38880
Gap between HOMO and LUMO (Ha): 0.2419

XYZ file:
```
149
Properties=species:S:1:pos:R:3:forces:R:3
C -5.335750 2.772586 -0.964149 -0.3 0.0 0.3
C -5.038718 1.280616 -0.989182 0.4 0.3 -0.4
C -3.707573 0.968901 -1.692106 -0.1 0.4 0.5
C -2.564736 1.026859 -0.695797 0.0 0.4 0.0
N -1.261929 1.121095 -1.377092 -0.2 -0.4 0.5
C -0.255220 1.874339 -0.620005 0.0 0.0 0.3
C 0.241720 1.205301 0.669855 0.2 -0.6 -0.2
C 1.522375 0.370932 0.568508 0.0 0.3 0.1
C 2.799471 1.180918 0.792659 -0.1 -0.2 0.6
N 2.790991 2.536332 0.174098 0.1 0.0 -0.5
C 3.366335 3.531817 0.951707 0.1 -0.1 -0.1
N 2.699256 4.572913 1.354505 0.3 -0.1 0.3
C 3.497092 5.623207 2.054918 -0.4 -0.2 -0.4
S 2.711137 7.152869 2.662132 0.9 0.9 0.3
O 3.037902 8.175284 1.722700 -0.4 0.0 -0.4
O 3.197557 7.288314 3.998347 -0.3 -0.4 0.4
C 1.287603 4.690189 1.023882 -1.2 0.5 0.1
I 0.987998 6.336018 -0.336295 1.0 -0.1 -0.7
C 0.284912 4.607036 2.231692 0.3 0.6 -0.1
C 0.870582 4.609771 3.652693 -0.4 0.3 0.1
I -1.250087 6.099853 2.027514 -0.7 -0.3 0.9
N 4.735461 3.484161 1.194282 -0.5 -0.8 0.4
C 5.132795 2.827694 2.421180 0.7 0.1 0.6
C 6.425814 2.320927 2.567430 -0.1 -0.2 0.3
C 6.778622 1.709035 3.766248 -0.8 0.4 -0.2
C 5.829658 1.649603 4.790307 0.4 0.0 -0.2
N 4.602131 2.151749 4.682549 0.3 0.0 -0.4
C 4.278291 2.712513 3.522425 0.1 0.2 -0.4
C 5.413702 3.034594 -0.024890 0.5 -0.1 -1.0
P 6.913371 4.157061 -0.322309 0.3 1.0 1.3
S 7.250948 5.430148 1.109493 -0.1 -0.2 -0.2
O 4.639499 3.258680 -1.174987 -0.1 0.5 0.6
C 3.319830 2.692644 -1.182692 -0.7 -0.1 -0.6
C 3.265629 1.458017 -2.074055 0.3 0.0 -0.2
C 4.443939 0.521255 -1.989003 0.5 -0.6 0.2
C 5.733783 0.899725 -2.684383 -0.8 0.9 0.0
N 4.302835 -0.581522 -1.381732 -0.2 0.0 0.1
C -0.785693 -0.107429 -1.859105 0.2 0.3 -0.4
S -0.917168 -1.549175 -1.120064 -0.3 -0.1 -0.1
S 0.039993 -0.071482 -3.396737 0.4 0.0 0.1
C -0.086437 1.636768 -3.978700 -0.4 0.1 -0.3
C -1.129778 1.814056 -5.097895 0.2 0.4 0.1
C -1.895230 3.120505 -4.933317 -0.1 0.2 -0.1
H -4.608946 3.335685 -0.378793 0.2 0.0 0.0
H -5.388064 3.197368 -1.963806 0.1 0.0 -0.2
H -6.303595 2.925892 -0.495471 -0.1 0.1 0.0
H -5.838448 0.795792 -1.533854 -0.2 -0.2 0.2
H -5.011824 0.929669 0.040809 -0.2 -0.4 0.0
H -3.740576 0.027068 -2.232785 0.1 -0.2 0.0
H -3.529355 1.785436 -2.390225 0.1 -0.1 -0.4
H -2.681785 1.959499 -0.143481 0.1 0.1 0.1
H -2.611932 0.223647 0.037700 0.1 -0.2 0.0
H 0.586895 2.079716 -1.276286 0.1 0.1 -0.1
H -0.734536 2.817537 -0.356754 0.0 0.2 -0.2
H 0.402927 1.927336 1.468816 -0.1 0.2 0.0
H -0.536333 0.536817 1.029954 -0.2 0.0 0.1
H 1.492617 -0.323484 1.404198 0.1 -0.3 0.0
H 1.581034 -0.244293 -0.322262 -0.1 0.1 -0.2
H 2.855788 1.308444 1.871180 0.0 0.4 0.1
H 3.680148 0.603978 0.531071 0.1 0.0 -0.2
H 4.016036 5.205936 2.908904 -0.1 -0.1 0.2
H 4.260096 5.974448 1.363626 0.1 0.1 -0.1
H 1.367384 6.954780 2.709583 0.1 -0.1 -0.2
H 1.017830 3.890798 0.357533 0.4 -0.4 0.1
H -0.286394 3.700574 2.106122 0.0 -0.2 -0.2
H 0.507157 3.744949 4.195882 0.1 -0.2 0.0
H 1.951783 4.639302 3.717760 0.1 -0.1 -0.1
H 0.506213 5.465278 4.211508 0.1 0.1 0.1
H 7.166847 2.367494 1.786130 0.0 0.1 -0.1
H 7.768012 1.304728 3.891643 0.1 -0.1 0.1
H 6.092818 1.178728 5.726304 -0.1 0.0 0.1
H 3.266502 3.088913 3.437385 -0.1 0.0 0.2
H 5.710563 1.984190 0.019529 0.1 -0.1 0.3
H 7.985294 3.273992 -0.529401 -0.2 -0.2 -0.4
H 6.629811 4.842174 -1.509720 -0.1 -0.6 -0.4
H 2.706846 3.452113 -1.667965 0.1 0.3 0.0
H 2.346298 0.897010 -1.959513 -0.1 0.0 0.2
H 3.254824 1.836716 -3.095800 0.0 0.1 -0.1
H 5.921659 0.265584 -3.540914 0.2 -0.3 0.0
H 6.565565 0.922276 -1.985606 0.2 -0.4 0.0
H 5.631917 1.905785 -3.075333 0.2 0.1 -0.2
H 5.164001 -1.122732 -1.442667 0.0 -0.1 0.0
H 0.892884 1.957675 -4.322773 0.2 -0.1 0.0
H -0.372342 2.271908 -3.150171 0.0 -0.1 0.2
H -0.612454 1.850329 -6.053371 0.0 -0.3 -0.2
H -1.815782 0.974232 -5.122551 -0.1 -0.1 0.1
H -2.199945 3.293402 -3.903347 -0.1 -0.1 0.2
H -2.793439 3.138281 -5.544511 -0.1 -0.1 -0.1
H -1.300762 3.977651 -5.242328 0.2 0.1 0.0
C -9.120318 -2.449481 -0.940741 -0.1 0.2 0.0
C -10.096702 -1.612191 -1.759083 0.1 -0.1 0.1
C -9.418761 -0.446056 -2.489168 -0.2 -0.1 0.1
C -8.783666 0.472253 -1.545202 -0.3 -0.3 -0.5
N -8.291628 1.191166 -0.805493 0.2 0.4 0.5
H -8.656257 -1.855387 -0.150496 0.0 0.0 0.0
H -9.634905 -3.280336 -0.468393 0.0 -0.1 0.0
H -8.329776 -2.862715 -1.567767 0.0 -0.1 0.0
H -10.879918 -1.223054 -1.105910 0.0 0.1 -0.1
H -10.585256 -2.246551 -2.500051 0.0 0.1 -0.1
H -10.146511 0.116606 -3.074471 0.0 0.0 0.0
H -8.654513 -0.819103 -3.173034 0.0 0.0 0.0
C 9.542900 4.087661 -3.646891 0.0 0.0 0.0
C 9.306869 4.456581 -5.106102 0.1 0.0 0.1
C 7.837732 4.327400 -5.528144 0.2 0.0 0.0
C 7.363264 2.950941 -5.380453 0.1 0.6 -0.2
N 7.018718 1.864460 -5.292556 -0.1 -0.5 0.1
H 9.286932 3.043512 -3.453712 0.0 0.0 0.0
H 10.590356 4.222247 -3.381318 0.0 0.0 0.0
H 8.945742 4.720222 -2.984871 0.0 0.0 0.0
H 9.922463 3.821996 -5.744583 0.0 0.0 -0.1
H 9.626317 5.485429 -5.274673 -0.1 0.0 -0.1
H 7.715521 4.617363 -6.571632 -0.1 0.0 0.0
H 7.205204 4.980386 -4.923698 0.0 0.0 0.0
C 0.107321 -6.067076 2.592458 0.0 0.0 -0.1
C -0.830356 -5.249280 1.712321 0.1 -0.1 0.1
C -0.121398 -4.108605 0.970955 -0.2 -0.1 0.1
C 0.477932 -3.152724 1.900641 -0.2 -0.3 -0.4
N 0.936282 -2.402249 2.631759 0.3 0.5 0.4
H 0.545891 -5.457586 3.383539 0.0 0.0 0.0
H -0.432316 -6.878065 3.073712 0.0 0.0 0.0
H 0.919867 -6.499396 2.003011 0.0 0.0 0.0
H -1.633872 -4.837923 2.325760 0.0 0.0 0.0
H -1.296243 -5.901850 0.972162 0.0 0.1 -0.1
H -0.821457 -3.552433 0.346889 0.0 -0.2 0.0
H 0.664981 -4.502580 0.325145 0.0 0.0 0.0
C -1.315830 -10.486906 2.156814 0.0 0.0 0.0
C -0.223563 -10.927609 3.124553 -0.1 0.0 -0.2
C -0.601943 -10.703298 4.593794 0.1 0.0 -0.2
C -0.844670 -9.287396 4.865594 0.1 -0.6 0.1
N -1.022090 -8.178230 5.075305 -0.1 0.6 0.1
H -1.509225 -9.415922 2.236273 0.0 0.0 0.0
H -1.020025 -10.691325 1.128200 0.0 0.0 0.0
H -2.250070 -11.016853 2.349926 0.0 0.0 0.0
H 0.698453 -10.387608 2.901999 0.0 0.0 0.1
H -0.015446 -11.988438 2.978724 0.0 0.0 0.1
H 0.198002 -11.044881 5.250768 0.0 0.0 0.1
H -1.504207 -11.262161 4.846111 0.0 0.0 0.0
C -11.381506 -6.593320 1.832547 0.0 0.0 0.0
C -10.060023 -6.957442 2.499104 -0.2 0.0 0.0
C -8.980178 -5.885788 2.305452 -0.1 -0.2 0.0
C -8.682192 -5.683846 0.888111 0.0 0.0 0.6
N -8.447946 -5.529795 -0.219716 0.1 0.0 -0.6
H -11.269287 -6.500912 0.751460 0.0 0.0 0.0
H -12.128571 -7.363866 2.019358 0.0 0.0 0.0
H -11.769032 -5.648351 2.217921 0.0 0.0 0.0
H -9.701974 -7.908221 2.101101 0.1 0.0 0.0
H -10.219336 -7.098611 3.569066 0.1 0.0 0.0
H -8.058225 -6.175965 2.809658 0.0 0.0 0.0
H -9.307701 -4.934134 2.727385 0.0 0.0 0.0
```
Forces are in eV/Å.

Atom charges from the Mulliken analysis, given in e for atoms 1 to 2: number 1, C, carries -1.3220; number 2, C, carries -0.3222

Question: What is the gap between HOMO and LUMO in the first record?
Answer: 0.3458 Ha

Question: Which value of LUMO does entry 1 give?
Answer: 0.33 eV

Question: Which value of LUMO does entry 2 give?
Answer: -4.00 eV

Question: Which value of LUMO does entry 1 give?
Answer: 0.33 eV